(1)
2 unconnected molecules or ions with the total composition C5H10O in a non-equilibrium geometry, computed with ωB97M-V/def2-TZVPD.

Last column: Mulliken charge in e.
CARTESIAN COORDINATES (ANGSTROEM)
1 O 3.6074 -0.5381 -2.6108  -0.632
2 C 0.7018 1.5211 1.3138  -0.669
3 C -1.1582 -0.1115 0.7653  0.824
4 C -0.5680 1.2700 0.9362  -0.259
5 C -2.5365 -0.2624 0.1574  -1.308
6 C -0.3089 -1.1223 0.4581  -0.900
7 H 0.9538 2.2264 2.1082  0.248
8 H -0.6940 -2.1041 0.1944  0.281
9 H -2.9766 -1.2164 0.4465  0.384
10 H -2.5693 -0.1292 -0.9306  0.284
11 H 3.8256 -0.3766 -3.5400  0.316
12 H -3.3306 0.4079 0.5196  0.391
13 H 4.2510 -1.2216 -2.4122  0.316
14 H 0.7372 -1.0544 0.7217  0.191
15 H 1.3845 0.7023 1.1813  0.190
16 H -1.3190 2.0088 0.6913  0.344

* largest force on an atom: 4.17 eV/A
* structure (SMILES): C=CC(=C)C.O
* energy: -271.64816 Eh
* gap between HOMO and LUMO: 8.84 eV
* relative energy (zero: lowest compared OMol25 entry of this formula, charge and spin): 2.842 eV



(2)
A single C5H10O molecule, computed with ωB97M-V/def2-TZVPD.

Last column: Mulliken charge in e.
CARTESIAN COORDINATES (ANGSTROEM)
1 O 0.1953 -0.3533 -0.4040  -0.322
2 C 1.2209 -0.1039 0.5720  -0.100
3 C 2.4938 0.3897 -0.0955  -1.178
4 C -2.0737 0.3180 -0.4482  -0.813
5 C -2.0164 0.1012 1.0443  -0.406
6 C -1.3904 -0.8052 0.0430  -0.120
7 H 3.2781 0.5545 0.6525  0.362
8 H -2.9608 0.3149 -1.0685  0.211
9 H -1.3932 -1.8835 -0.0556  0.405
10 H 2.8619 -0.3405 -0.8205  0.297
11 H 2.3241 1.3364 -0.6158  0.327
12 H 1.3958 -1.0536 1.0841  0.307
13 H 0.8529 0.6196 1.3065  0.216
14 H -0.4335 0.4782 -0.7083  0.439
15 H -1.4182 0.7641 1.6722  0.134
16 H -2.8537 -0.3360 1.5988  0.239

* largest force on an atom: 0.34 eV/A
* energy: -271.56859 Eh
* gap between HOMO and LUMO: 8.79 eV
* relative energy (zero: lowest compared OMol25 entry of this formula, charge and spin): 5.008 eV



(3)
A single C5H10O molecule, computed with ωB97M-V/def2-TZVPD.

Last column: Mulliken charge in e.
CARTESIAN COORDINATES (ANGSTROEM)
1 O 1.2499 -1.9735 -1.1131  -0.488
2 C 0.0725 0.0749 -0.6336  0.598
3 C -0.1167 0.4473 0.8532  -0.554
4 C -1.3808 -0.1105 1.5067  -1.188
5 C 0.2228 -1.4250 -0.7928  -0.204
6 C 1.2671 0.8005 -1.2439  -1.516
7 H -0.1354 1.5428 0.9157  0.341
8 H -1.3782 -1.2052 1.5464  0.312
9 H -0.6864 -2.0314 -0.5956  0.358
10 H 0.7713 0.1267 1.4148  0.295
11 H -2.2781 0.2042 0.9610  0.307
12 H -1.4759 0.2533 2.5352  0.358
13 H -0.8547 0.3519 -1.1618  0.277
14 H 1.1427 1.8851 -1.1619  0.413
15 H 1.3892 0.5430 -2.3001  0.363
16 H 2.1907 0.5158 -0.7301  0.327

* largest force on an atom: 0.38 eV/A
* structure (SMILES): CC[C@@H](C)C=O
* energy: -271.73988 Eh
* gap between HOMO and LUMO: 10.69 eV
* relative energy (zero: lowest compared OMol25 entry of this formula, charge and spin): 0.346 eV



(4)
A single C5H10O molecule, computed with ωB97M-V/def2-TZVPD.

Last column: Mulliken charge in e.
CARTESIAN COORDINATES (ANGSTROEM)
1 O -1.1324 1.2559 -0.4681  -0.564
2 C 1.3041 0.9688 -0.8736  -0.810
3 C 1.0367 1.1473 0.6027  -0.628
4 C -0.2388 -1.0159 -0.2211  -0.540
5 C -1.1915 -1.4523 0.8889  -1.147
6 C 0.0216 0.4774 -0.2679  0.780
7 H -1.2524 1.3745 -1.4167  0.372
8 H 0.7191 -1.5436 -0.1253  0.282
9 H -2.1313 -0.8952 0.8301  0.296
10 H 1.2754 1.8491 -1.5102  0.263
11 H 0.7675 2.1496 0.9226  0.277
12 H -0.7550 -1.2796 1.8789  0.299
13 H -1.4204 -2.5207 0.8039  0.351
14 H -0.6553 -1.3084 -1.1957  0.279
15 H 1.6171 0.5730 1.3193  0.235
16 H 2.0356 0.2199 -1.1680  0.256

* largest force on an atom: 0.29 eV/A
* structure (SMILES): CCC1(O)CC1
* energy: -271.71586 Eh
* gap between HOMO and LUMO: 11.00 eV
* relative energy (zero: lowest compared OMol25 entry of this formula, charge and spin): 1.000 eV



(5)
A single C5H10O molecule in a non-equilibrium geometry, computed with ωB97M-V/def2-TZVPD.

Last column: Mulliken charge in e.
CARTESIAN COORDINATES (ANGSTROEM)
1 O 1.9045 1.1218 0.2627  -0.509
2 C -0.5952 -0.3031 0.3723  -0.213
3 C 0.4809 -0.8976 -0.4606  -0.553
4 C -1.9965 -0.1054 -0.0954  -0.594
5 C 1.8448 -0.2662 -0.0172  -0.528
6 C -1.0675 1.0733 -0.0025  -0.587
7 H -0.4368 -0.5056 1.4293  0.364
8 H -0.6813 1.4975 -0.9281  0.204
9 H 2.2520 -0.8124 0.8514  0.294
10 H -2.2637 -0.4703 -1.0837  0.237
11 H 0.5738 -1.9916 -0.3467  0.353
12 H -2.7729 -0.2001 0.6543  0.247
13 H -1.2196 1.8028 0.7866  0.331
14 H 1.3871 1.2777 1.0664  0.330
15 H 0.2571 -0.7545 -1.5377  0.300
16 H 2.3333 -0.4663 -0.9511  0.324

* largest force on an atom: 1.68 eV/A
* structure (SMILES): OCCC1CC1
* energy: -271.69502 Eh
* gap between HOMO and LUMO: 10.88 eV
* relative energy (zero: lowest compared OMol25 entry of this formula, charge and spin): 1.567 eV



(6)
A single C5H10O molecule, computed with ωB97M-V/def2-TZVPD.

Last column: Mulliken charge in e.
CARTESIAN COORDINATES (ANGSTROEM)
1 O -0.7120 1.1575 0.4161  -0.719
2 C 1.9158 1.0127 0.5234  -1.194
3 C 0.5392 -0.7863 -0.6423  -0.993
4 C -1.0975 0.0891 -0.2384  0.457
5 C -2.0586 -0.8463 0.4515  -1.259
6 C 1.0479 0.5295 -0.5681  0.488
7 H 0.4126 -1.2407 -1.6171  0.349
8 H -2.9963 -0.2985 0.5997  0.346
9 H 0.8141 -1.4666 0.1577  0.303
10 H 1.8731 2.0943 0.6303  0.297
11 H -1.3474 0.2108 -1.3048  0.275
12 H 2.9456 0.7130 0.2800  0.376
13 H -2.2619 -1.7411 -0.1409  0.336
14 H -1.6767 -1.1279 1.4330  0.299
15 H 1.6410 0.5391 1.4653  0.312
16 H 0.9612 1.1615 -1.4456  0.327

* largest force on an atom: 0.39 eV/A
* energy: -271.62110 Eh
* gap between HOMO and LUMO: 8.30 eV
* relative energy (zero: lowest compared OMol25 entry of this formula, charge and spin): 3.579 eV



(7)
A molecular structure, C5H10O, computed with ωB97M-V/def2-TZVPD.

Last column: Mulliken charge in e.
CARTESIAN COORDINATES (ANGSTROEM)
1 O 2.5747 0.2681 0.2985  -0.656
2 C 0.2773 -0.1983 0.1337  -0.078
3 C -0.4220 1.1385 0.1160  -0.430
4 C 1.6107 -0.5516 0.6189  0.069
5 C -1.6979 0.3989 -0.3672  -0.440
6 C -1.0285 -0.9455 0.0225  -0.667
7 H -2.6300 0.6453 0.1459  0.295
8 H 1.9272 0.3164 -1.1648  0.096
9 H -1.3677 -1.3233 0.9942  0.274
10 H -1.0500 -1.7709 -0.6946  0.282
11 H -1.8454 0.4865 -1.4459  0.254
12 H 1.1747 -0.3723 1.6689  0.163
13 H 0.0144 1.9197 -0.5080  0.242
14 H 1.2075 0.1083 -1.5268  0.041
15 H 1.7844 -1.6484 0.5731  0.299
16 H -0.5293 1.5285 1.1356  0.256

* largest force on an atom: 0.37 eV/A
* energy: -271.55597 Eh
* gap between HOMO and LUMO: 8.52 eV
* relative energy (zero: lowest compared OMol25 entry of this formula, charge and spin): 5.351 eV



(8)
A single C5H10O molecule, computed with ωB97M-V/def2-TZVPD.

Last column: Mulliken charge in e.
CARTESIAN COORDINATES (ANGSTROEM)
1 O -0.5809 0.0334 0.5235  -0.169
2 C 0.2995 -0.0417 -0.4396  -0.442
3 C -1.9236 0.3750 0.0617  -0.186
4 C 1.6869 -0.3791 0.0076  -0.061
5 C -1.9862 0.6159 -1.4391  -1.031
6 C 2.1683 -0.6058 1.4392  -1.079
7 H 1.9017 -1.2593 -0.6218  0.254
8 H -1.3052 1.4225 -1.7213  0.320
9 H -2.5797 -0.4512 0.3568  0.254
10 H -1.6560 -0.2711 -1.9810  0.323
11 H 2.2743 0.4192 -0.4757  0.259
12 H 2.0528 0.2869 2.0618  0.286
13 H 3.2369 -0.8507 1.4108  0.354
14 H -2.2300 1.2675 0.6164  0.255
15 H -3.0081 0.8743 -1.7270  0.374
16 H 1.6494 -1.4358 1.9276  0.288

* largest force on an atom: 0.71 eV/A
* energy: -271.64200 Eh
* gap between HOMO and LUMO: 8.96 eV
* relative energy (zero: lowest compared OMol25 entry of this formula, charge and spin): 3.010 eV



(9)
2 unconnected molecules or ions with the total composition C5H10O, computed with ωB97M-V/def2-TZVPD.

Last column: Mulliken charge in e.
CARTESIAN COORDINATES (ANGSTROEM)
1 O -2.0307 1.5688 -1.2306  -0.429
2 C -1.8796 1.7519 -0.0445  -0.101
3 C 0.8223 -0.0470 -0.5050  -0.168
4 C -0.2917 -0.4700 0.3869  -0.220
5 C -0.7016 -1.8522 0.1610  -0.867
6 C 1.9795 0.3510 0.4302  -1.194
7 H -1.2491 -2.3467 0.9677  0.311
8 H -1.4788 -1.5261 -0.5694  0.271
9 H 0.4985 0.8409 -1.0636  0.263
10 H 1.1684 -0.8022 -1.2323  0.313
11 H -0.0135 -2.5392 -0.3601  0.304
12 H -2.6450 1.4684 0.7016  0.268
13 H 2.3530 -0.5157 0.9862  0.326
14 H -0.9859 2.2563 0.3663  0.243
15 H 1.6447 1.0984 1.1553  0.331
16 H 2.8096 0.7634 -0.1496  0.349

* largest force on an atom: 0.47 eV/A
* energy: -271.58722 Eh
* gap between HOMO and LUMO: 8.65 eV
* relative energy (zero: lowest compared OMol25 entry of this formula, charge and spin): 4.501 eV



(10)
2 unconnected molecules or ions with the total composition C5H10O, computed with ωB97M-V/def2-TZVPD.

Last column: Mulliken charge in e.
CARTESIAN COORDINATES (ANGSTROEM)
1 O 0.0085 -1.6151 -3.0163  -0.694
2 C -0.4981 -0.8114 -0.2303  -0.815
3 C -0.0024 0.2524 0.6440  0.873
4 C 0.3424 0.4302 2.0548  -0.561
5 C -0.6103 1.3886 1.3494  -0.686
6 C 0.6926 0.1077 -0.6384  -0.894
7 H 1.3414 0.7843 2.2834  0.238
8 H -0.2424 2.3841 1.1147  0.241
9 H 1.7048 -0.3077 -0.6110  0.277
10 H 0.3386 -1.3262 -2.1591  0.320
11 H -1.5161 -0.7153 -0.6197  0.264
12 H -0.0885 -0.2766 2.7561  0.237
13 H -1.6663 1.3232 1.5902  0.243
14 H -0.5167 -0.8583 -3.2990  0.317
15 H 0.5960 0.9190 -1.3629  0.340
16 H -0.2586 -1.8474 0.0141  0.299

* largest force on an atom: 0.68 eV/A
* structure (SMILES): C1CC12CC2.O
* energy: -271.66827 Eh
* gap between HOMO and LUMO: 11.26 eV
* relative energy (zero: lowest compared OMol25 entry of this formula, charge and spin): 2.295 eV



(11)
A molecular structure, C5H10O, computed with ωB97M-V/def2-TZVPD.

Last column: Mulliken charge in e.
CARTESIAN COORDINATES (ANGSTROEM)
1 O 0.7381 0.8441 2.0454  -0.501
2 C -0.3278 0.6057 -0.1304  -0.155
3 C -0.5106 -0.9328 -0.0913  -0.457
4 C 0.2598 -1.1555 -1.4046  -0.407
5 C -0.1834 1.2164 1.1427  -0.442
6 C 0.8755 0.2023 -1.0902  -0.484
7 H 0.0551 -1.3756 0.7463  0.259
8 H -0.3822 -1.1322 -2.2912  0.233
9 H 1.1357 0.0060 1.7639  0.329
10 H -1.1311 1.0857 -0.6977  0.313
11 H -1.8056 -0.6108 0.9880  0.012
12 H -0.6410 2.1630 1.4071  0.419
13 H -1.8236 0.0441 1.5166  0.081
14 H 0.9853 0.9244 -1.9050  0.304
15 H 1.8148 0.1222 -0.5362  0.208
16 H 0.9409 -2.0070 -1.4632  0.286

* largest force on an atom: 0.77 eV/A
* energy: -271.53470 Eh
* gap between HOMO and LUMO (spin up / spin down): 8.11 / 7.24 eV
* relative energy (zero: lowest compared OMol25 entry of this formula, charge and spin): 5.930 eV



(12)
2 unconnected molecules or ions with the total composition C5H10O in a non-equilibrium geometry, computed with ωB97M-V/def2-TZVPD.

Last column: Mulliken charge in e.
CARTESIAN COORDINATES (ANGSTROEM)
1 O 2.5127 -1.0570 1.5563  -0.492
2 C -0.7715 0.1504 -2.4354  -0.679
3 C -0.2843 1.1410 -1.5937  -0.094
4 C 1.2339 -1.2195 1.9581  0.071
5 C 0.1468 -1.6039 1.2200  -0.766
6 C -1.2339 1.6157 -0.5338  -1.039
7 H -1.8305 0.8250 0.0409  0.272
8 H -0.1263 -0.3737 -3.1728  0.268
9 H -0.5889 2.2090 0.1844  0.254
10 H -0.6723 -1.8869 1.9324  0.223
11 H 3.1689 -0.7481 2.2031  0.354
12 H -1.8794 2.3615 -0.8990  0.396
13 H 0.3508 -1.5747 0.1939  0.339
14 H 0.7916 1.2618 -1.4365  0.343
15 H -1.7396 -0.1744 -2.1385  0.277
16 H 0.9219 -0.9261 2.9207  0.272

* largest force on an atom: 4.22 eV/A
* structure (SMILES): C=CC.C=CO
* energy: -271.63263 Eh
* gap between HOMO and LUMO: 9.51 eV
* relative energy (zero: lowest compared OMol25 entry of this formula, charge and spin): 3.265 eV



(13)
A single C5H10O molecule, computed with ωB97M-V/def2-TZVPD.

Last column: Mulliken charge in e.
CARTESIAN COORDINATES (ANGSTROEM)
1 O 0.3025 -1.1486 -0.7606  -0.497
2 C 1.3058 0.9918 -0.1459  -1.562
3 C 0.2947 -0.5335 1.5951  -1.562
4 C -1.1744 0.3466 -0.3850  -0.821
5 C -0.9408 -0.7946 -1.3799  -0.415
6 C 0.2216 -0.0321 0.1592  1.639
7 H -1.9944 0.1818 0.3191  0.291
8 H -0.6318 -1.0341 1.8938  0.389
9 H 1.2872 1.2605 -1.2074  0.367
10 H 1.1549 1.9041 0.4441  0.366
11 H -1.2542 1.3482 -0.8159  0.281
12 H -0.8048 -0.4826 -2.4236  0.237
13 H 2.2962 0.5869 0.0888  0.348
14 H 0.4895 0.2852 2.2954  0.355
15 H -1.6617 -1.6200 -1.3489  0.256
16 H 1.1099 -1.2596 1.6718  0.328

* largest force on an atom: 0.38 eV/A
* structure (SMILES): CC1(C)CCO1
* energy: -271.71802 Eh
* gap between HOMO and LUMO: 10.53 eV
* relative energy (zero: lowest compared OMol25 entry of this formula, charge and spin): 0.941 eV



(14)
A single C5H10O molecule, computed with ωB97M-V/def2-TZVPD.

Last column: Mulliken charge in e.
CARTESIAN COORDINATES (ANGSTROEM)
1 O -0.9839 0.4632 0.9924  -0.385
2 C -0.2312 -0.0737 -0.0593  0.191
3 C -1.6016 -0.4961 1.8145  -0.704
4 C 1.3542 0.2508 -1.4445  -0.477
5 C -0.0510 0.8612 -1.2571  -0.666
6 C 1.3108 -0.1867 0.0395  -0.718
7 H 1.3284 -0.6116 -2.1182  0.234
8 H -0.7818 0.8088 -2.0696  0.299
9 H -0.6415 -1.0453 -0.3780  0.281
10 H 0.0143 1.8922 -0.8949  0.233
11 H 1.7559 -1.1508 0.3067  0.306
12 H -0.8715 -1.1351 2.3333  0.290
13 H 2.1592 0.9204 -1.7584  0.310
14 H 1.7091 0.5942 0.6948  0.256
15 H -2.2852 -1.1411 1.2374  0.298
16 H -2.1845 0.0496 2.5613  0.250

* largest force on an atom: 0.29 eV/A
* structure (SMILES): COC1CCC1
* energy: -271.70265 Eh
* gap between HOMO and LUMO: 10.76 eV
* relative energy (zero: lowest compared OMol25 entry of this formula, charge and spin): 1.360 eV



(15)
2 unconnected molecules or ions with the total composition C5H10O2 in a non-equilibrium geometry, computed with ωB97M-V/def2-TZVPD.

Last column: Mulliken spin population.
CARTESIAN COORDINATES (ANGSTROEM)
1 O -1.2248 -2.1261 -0.9447  0.026
2 O 2.5978 2.4812 -1.1418  0.053
3 C -0.1383 -0.3068 0.0553  0.142
4 C -0.6561 -0.8533 -1.1328  -0.014
5 C -0.5070 -0.4552 -2.4332  0.371
6 C -0.1838 0.0654 2.6692  -0.063
7 C -0.7346 -0.5355 1.3100  0.453
8 H 0.7504 0.2783 -0.0392  0.030
9 H -0.6744 -2.7199 -1.3618  -0.004
10 H 2.2039 3.2136 -0.6616  -0.025
11 H -1.1536 -1.0185 -3.1484  -0.009
12 H -1.5905 -1.2698 1.3478  0.031
13 H 1.7744 1.9013 -1.3491  -0.004
14 H -0.2213 -0.6409 3.5305  0.023
15 H -0.8849 0.8367 3.1640  0.038
16 H -0.1029 0.5174 -2.5143  -0.043
17 H 0.7456 0.6322 2.6501  -0.003

* largest force on an atom: 3.68 eV/A
* total charge: -1
* energy: -346.88223 Eh
* multiplicity: 2
* gap between HOMO and LUMO (spin up / spin down): 3.63 / 6.68 eV
* relative energy (zero: lowest compared OMol25 entry of this formula, charge and spin): 1.386 eV